The following is a quantum chemistry calculation of 10 unconnected molecules or ions with the total composition C38H94BN8O17 in a non-equilibrium geometry, from the Open Molecules 2025 dataset.

Positions of all 158 atoms, in Å:
O: 29.239 -11.235 26.582
O: 23.961 -17.037 21.959
O: 25.389 -19.487 21.536
O: 21.631 -20.450 23.532
O: 27.776 -26.243 21.688
O: 22.190 -18.471 22.207
O: 15.503 -27.582 27.314
O: 35.331 -19.682 22.741
O: 31.284 -23.766 16.173
O: 19.761 -21.296 24.480
O: 14.554 -21.618 32.624
O: 20.929 -20.286 21.266
O: 11.154 -21.675 15.560
O: 22.470 -21.414 12.703
O: 18.968 -21.406 21.534
O: 25.771 -7.663 19.568
O: 23.351 -20.375 21.617
N: 33.034 -16.926 21.674
N: 28.056 -9.266 24.933
N: 14.001 -26.113 25.480
N: 33.702 -25.207 16.197
N: 25.743 -28.249 20.545
N: 27.398 -10.069 19.413
N: 20.874 -23.223 15.124
N: 10.472 -23.238 13.365
C: 21.702 -21.214 13.900
C: 24.696 -6.755 19.651
C: 25.850 -10.200 25.373
C: 19.195 -21.993 13.958
C: 30.181 -12.310 26.663
C: 16.878 -27.594 27.882
C: 19.987 -20.947 21.948
C: 30.027 -22.961 16.234
C: 34.800 -23.463 17.557
C: 10.194 -21.339 11.770
C: 13.981 -27.898 23.755
C: 28.607 -25.828 22.732
C: 35.672 -20.587 23.756
C: 27.973 -11.489 26.058
C: 25.490 -26.978 21.190
C: 23.389 -18.112 21.954
C: 14.508 -20.694 31.580
C: 34.280 -18.802 22.920
C: 25.729 -8.533 18.461
C: 27.223 -9.990 16.975
C: 35.420 -17.194 21.145
C: 11.063 -20.927 16.729
C: 20.672 -22.457 13.935
C: 26.546 -26.586 22.290
C: 10.443 -21.079 14.460
C: 32.523 -23.019 16.640
C: 34.098 -17.881 21.621
C: 15.484 -28.026 25.937
C: 27.280 -10.089 25.911
C: 10.815 -21.824 13.159
C: 23.247 -20.350 12.212
C: 33.453 -24.113 17.194
C: 24.177 -19.420 21.756
C: 14.175 -27.546 25.286
C: 13.514 -19.599 31.961
C: 24.085 -27.014 21.796
C: 27.115 -9.180 18.263
C: 20.380 -20.957 23.464
B: 22.023 -19.931 22.192
H: 35.100 -16.411 20.458
H: 20.833 -23.157 13.115
H: 26.729 -10.954 17.095
H: 14.077 -18.708 32.236
H: 24.889 -28.342 20.015
H: 23.825 -26.074 22.283
H: 28.076 -10.785 19.193
H: 22.295 -21.242 14.815
H: 28.388 -24.798 23.013
H: 18.571 -22.853 14.200
H: 30.707 -12.560 25.742
H: 25.089 -6.102 20.430
H: 23.921 -27.849 22.477
H: 29.794 -22.583 17.229
H: 35.735 -20.089 24.724
H: 25.605 -26.123 20.524
H: 34.404 -24.738 15.642
H: 12.784 -19.438 31.167
H: 33.003 -16.496 20.760
H: 27.236 -9.569 26.868
H: 29.154 -23.526 15.907
H: 13.018 -28.355 23.532
H: 29.637 -25.781 22.378
H: 23.761 -19.925 13.075
H: 27.851 -8.409 18.037
H: 32.194 -17.447 21.883
H: 16.318 -27.607 25.375
H: 28.122 -12.058 25.140
H: 30.135 -22.022 15.691
H: 9.387 -21.154 14.721
H: 14.747 -25.928 26.135
H: 23.916 -20.843 11.506
H: 26.558 -27.379 23.038
H: 33.330 -19.336 22.923
H: 32.193 -22.379 17.459
H: 9.489 -23.466 13.339
H: 14.742 -28.595 23.403
H: 13.025 -19.699 32.930
H: 9.985 -20.940 16.888
H: 34.544 -18.247 23.820
H: 10.689 -20.017 14.452
H: 23.700 -7.173 19.794
H: 26.649 -10.737 19.530
H: 34.835 -22.704 18.338
H: 20.493 -22.677 15.884
H: 28.278 -9.995 24.271
H: 32.930 -24.502 18.067
H: 34.447 -25.731 16.633
H: 25.456 -9.213 25.132
H: 27.390 -12.099 26.747
H: 25.780 -10.737 24.427
H: 20.250 -24.009 15.012
H: 10.681 -21.795 10.908
H: 36.596 -21.138 23.586
H: 10.134 -20.254 11.687
H: 28.710 -26.447 23.623
H: 10.740 -23.350 14.332
H: 14.275 -25.541 24.694
H: 27.211 -9.010 24.442
H: 35.409 -24.071 18.226
H: 24.661 -6.106 18.775
H: 26.627 -9.614 16.144
H: 15.537 -29.115 25.923
H: 36.152 -17.841 20.662
H: 11.233 -21.382 17.705
H: 30.896 -12.081 27.453
H: 11.562 -19.961 16.648
H: 25.255 -10.754 26.098
H: 13.453 -28.107 25.879
H: 29.662 -13.253 26.835
H: 13.952 -22.364 32.584
H: 11.892 -21.702 13.052
H: 35.327 -23.272 16.622
H: 33.829 -18.593 20.841
H: 28.271 -10.060 16.682
H: 16.884 -27.788 28.954
H: 17.490 -28.326 27.355
H: 25.007 -9.345 18.552
H: 25.490 -7.973 17.556
H: 14.049 -26.975 23.180
H: 23.326 -27.070 21.016
H: 9.133 -21.590 11.757
H: 35.807 -16.703 22.038
H: 32.977 -22.488 15.803
H: 26.152 -25.664 22.716
H: 25.667 -28.930 21.286
H: 14.204 -21.206 30.668
H: 21.152 -20.274 13.885
H: 34.945 -21.384 23.913
H: 22.588 -19.628 11.732
H: 18.905 -21.364 14.799
H: 18.968 -21.648 12.949
H: 17.428 -26.654 27.841
H: 15.495 -20.243 31.472

Values from the calculation:
**Net charge**: -1
**Maximum force**: 4.80 eV Å⁻¹
**HOMO energy**: -0.255 Eh
**Molecular weight**: 946.02 g/mol

These are the Mulliken partial charges, in e, on atoms 1 to 5: O -0.315; O -0.631; O -0.667; O -0.419; O -0.300

---

The following is a quantum chemistry calculation of 11 unconnected molecules or ions with the total composition C38H94N4O10 in a non-equilibrium geometry, from the Open Molecules 2025 dataset.

Positions of all 146 atoms, in Å:
O: -0.968 1.645 -1.949
O: 6.566 -0.964 -2.219
O: 5.351 3.197 2.168
O: 2.315 -1.564 0.117
O: 1.633 2.944 -2.009
O: -0.153 -0.603 -0.545
O: 4.482 -0.999 5.256
O: 0.302 -5.324 0.785
O: 5.897 2.444 -0.784
O: 1.872 -4.859 -2.915
N: -0.033 -3.721 -0.772
N: 4.496 1.083 4.372
N: 3.916 -5.680 -3.472
N: 5.096 -0.923 -0.499
C: -0.254 1.926 -3.152
C: -4.163 -0.853 -1.389
C: -1.631 -0.942 3.788
C: 0.838 -2.536 -5.990
C: -1.761 -1.639 -4.793
C: -1.495 -0.040 5.025
C: 4.506 -0.268 4.282
C: 5.438 -0.774 -1.807
C: 1.242 1.914 -2.907
C: -0.265 5.340 6.068
C: -1.087 -3.497 1.429
C: 4.417 2.978 1.100
C: -9.229 0.985 -2.534
C: 0.598 0.126 0.408
C: 0.184 -3.276 -4.833
C: -2.981 -0.831 3.077
C: 3.300 -2.597 -5.513
C: -1.061 4.298 6.862
C: -0.776 -2.445 -3.967
C: -0.688 5.468 4.626
C: -3.998 2.179 3.355
C: 3.726 -4.167 -1.560
C: 2.061 -1.707 -5.595
C: -0.199 -4.262 0.469
C: 1.063 2.452 2.832
C: -6.529 -1.708 -1.652
C: 4.311 -0.366 -2.717
C: 3.071 -4.943 -2.684
C: -0.485 4.188 3.799
C: 4.951 3.352 -0.261
C: -5.498 -1.056 -0.729
C: -3.027 0.222 1.972
C: 2.056 -0.159 0.211
C: -7.326 -0.696 -2.475
C: -2.933 1.683 2.410
C: 4.614 -0.835 2.885
C: 0.898 3.534 3.879
C: -8.372 0.047 -1.662
H: -1.060 -0.559 5.878
H: 1.232 -3.299 -6.679
H: -1.297 -0.913 -5.463
H: 5.387 4.357 -0.202
H: 0.603 -4.198 -1.411
H: -7.874 -1.261 -3.241
H: 2.435 0.337 -0.692
H: 4.168 -2.019 -5.192
H: 4.419 1.651 3.547
H: 4.603 1.493 5.283
H: 1.868 -1.243 -4.618
H: -4.017 0.076 1.501
H: -0.123 6.287 4.168
H: -2.515 -1.116 -4.204
H: 4.746 -0.048 2.137
H: 0.805 5.129 6.156
H: 0.397 1.604 2.979
H: 5.513 -1.449 2.888
H: -0.606 2.837 -3.635
H: -0.419 6.314 6.544
H: 0.161 -1.982 -6.643
H: -1.122 -2.415 1.289
H: -0.842 -0.686 3.076
H: -1.275 2.448 -1.522
H: -3.520 -1.736 -1.489
H: -10.191 1.210 -2.080
H: -1.447 -1.982 4.057
H: 3.479 -3.122 -1.732
H: -8.698 1.903 -2.794
H: 3.526 3.556 1.346
H: 0.273 -0.194 1.400
H: -2.927 2.297 1.499
H: -1.198 3.460 4.221
H: -0.662 -3.633 2.424
H: 3.275 -4.498 -0.626
H: -0.863 4.380 7.929
H: 1.005 3.098 4.873
H: -3.223 -1.796 2.629
H: -1.760 5.663 4.544
H: 6.114 2.634 1.994
H: -2.365 0.035 1.121
H: -0.895 0.847 4.816
H: -7.907 0.657 -0.884
H: 3.743 -1.430 2.621
H: -5.422 -1.634 0.194
H: 2.673 0.187 1.044
H: -2.101 -3.894 1.403
H: 0.900 2.836 1.815
H: 2.284 3.500 -2.443
H: -2.373 -2.284 -5.441
H: 1.532 -1.987 -0.267
H: 3.491 -6.315 -4.127
H: -1.347 -3.120 -3.322
H: 4.672 -0.529 -3.729
H: 1.745 2.022 -3.871
H: -9.421 0.511 -3.504
H: -5.862 -0.064 -0.446
H: 4.801 -4.328 -1.557
H: 0.996 -3.725 -4.260
H: -0.430 -4.080 -5.251
H: 3.562 -2.890 -6.535
H: -2.134 4.438 6.689
H: 1.639 4.330 3.748
H: -0.435 1.065 -3.807
H: -1.924 1.853 2.807
H: -4.262 -0.418 -2.385
H: -3.905 1.757 4.356
H: 1.481 0.946 -2.454
H: 3.139 -3.486 -4.907
H: -9.031 -0.698 -1.212
H: 4.054 0.683 -2.572
H: -0.255 -1.757 -3.284
H: 5.838 -1.161 0.136
H: 2.100 2.107 2.736
H: -3.528 -0.177 -0.807
H: -0.284 -2.778 -1.023
H: -0.858 3.270 6.551
H: 4.141 -1.054 -0.210
H: -3.773 -0.567 3.783
H: -6.628 -0.060 -3.029
H: -4.993 1.936 2.971
H: -2.480 0.308 5.343
H: -0.844 4.349 2.779
H: -6.065 -2.461 -2.295
H: 6.756 2.715 -0.449
H: 4.111 1.921 1.096
H: -3.948 3.265 3.444
H: 2.222 -0.919 -6.331
H: 4.092 3.446 -0.934
H: -7.236 -2.279 -1.038
H: -0.668 -0.027 -1.120
H: 4.877 -5.420 -3.588
H: 3.431 -1.003 -2.590
H: 0.439 1.200 0.292

Values from the calculation:
**Net charge**: 0
**Maximum force**: 1.50 eV Å⁻¹
**HOMO energy**: -0.342 Eh
**Molecular weight**: 767.19 g/mol

These are the Mulliken partial charges, in e, on atoms 1 to 5: O -0.360; O -0.728; O -0.598; O -0.640; O -0.589

---

| no. | frontier orbital gap (eV) |
| --- | --- |
| 1 | 8.66 |
| 2 | 9.37 |